Record 1
# C2H3FS2

An isolated molecule of C2H3FS2 (ωB97M-V/def2-TZVPD, the OMol25 dataset).

As for the net charge: 0. The frontier orbital gap comes out at 9.8 eV. As for the electronic energy: -26508.990 eV. For the energy above the lowest of the compared OMol25 structures with the same formula, charge and spin, the calculation gives 0.865 eV. Its HOMO energy is -9.5 eV. As for the structure (SMILES): C=CSSF.

```
8
Properties=species:S:1:pos:R:3:forces:R:3
C -1.6351 -0.1979 -0.1784 -0.76 -2.29 -1.42
C -0.3804 -0.0476 0.2297 0.65 2.25 1.12
S 1.0356 -0.9633 -0.2834 0.17 -0.67 0.05
S 2.5552 -0.0613 0.6260 -0.18 0.49 -1.05
F 2.9837 1.0766 -0.5321 -0.11 -0.50 0.77
H -2.4686 0.4067 0.0559 -0.21 1.19 0.92
H -2.1270 -1.0310 -0.8307 1.93 1.12 0.95
H 0.0365 0.8177 0.9130 -1.48 -1.60 -1.34
```
Forces are in eV/Å.



Record 2
# C52H64N5O10P

A cluster of 6 separate species, C52H64N5O10P in total (ωB97M-V/def2-TZVPD, the OMol25 dataset).

As for the net charge: 0. The frontier orbital gap comes out at 5.7 eV. As for the electronic energy: -92157.576 eV. Its HOMO energy is -7.6 eV. As for the structure (SMILES): CCCCCCCCCCCCCC[C@](C#N)([C@H](C#N)CC(N)(N)N)P(C)C.O=C1C=CC(=O)C=C1.O=C1C=CC(=O)C=C1.O=C1C=CC(=O)C=C1.O=C1C=CC(=O)C=C1.O=C1C=CC(=O)C=C1.

```
132
Properties=species:S:1:pos:R:3:forces:R:3
C -3.0325 -2.2210 6.6458 -0.16 -0.36 -0.34
C -3.8850 -0.8118 6.5918 -0.19 -0.41 -0.46
C -4.5623 -0.5793 5.0802 0.17 1.04 1.53
C -5.3047 0.9155 5.1876 0.29 -1.02 -0.15
C -6.1508 1.3168 3.8392 0.63 0.79 0.44
C -5.1681 1.5799 2.5438 -0.08 0.30 -0.07
C -5.5373 0.6724 1.2238 0.44 -0.12 -0.13
C -5.0242 -0.8870 1.2988 0.13 -0.11 0.28
C -4.2389 -1.4121 -0.0526 -0.55 0.38 -0.26
C -3.3860 -2.7987 0.1555 -0.67 -0.04 -0.27
C -2.1710 -2.7037 1.2516 0.09 -0.86 0.22
C -0.6510 -2.8326 0.5800 -0.50 -0.40 0.44
C 0.5458 -2.3417 1.6208 0.34 -0.97 -0.48
C 1.4166 -1.0583 1.0716 -1.16 0.28 -1.53
C 0.9033 0.4018 1.7078 -0.31 -2.26 -1.22
C -0.7102 0.4700 1.3655 -7.72 4.95 0.84
N -1.9491 0.9153 1.3056 11.49 -4.57 0.38
C 1.7911 1.6028 0.9999 1.04 -0.30 -0.64
C 2.6681 2.4973 2.1085 0.00 5.32 7.59
N 2.9773 3.2475 3.1466 -2.39 -6.84 -9.98
C 0.9820 2.5094 -0.0887 0.91 0.61 -0.64
C 0.0843 3.7354 0.4905 -1.68 0.79 -1.61
N -1.2173 3.7423 -0.3401 1.35 -0.15 0.45
N 0.7859 5.0430 0.1273 -0.78 -0.58 0.88
N -0.3514 3.6362 1.9299 0.25 1.92 -0.16
P 1.3077 0.3759 3.5744 -0.43 1.74 1.54
C 2.9353 -0.5378 3.9741 1.31 -1.18 0.58
C -0.1527 -0.2296 4.6459 -0.87 -1.34 0.59
H -2.2011 -2.2445 7.4898 -1.80 0.16 -1.78
H -3.7243 -3.1814 6.7944 1.39 2.22 -0.28
H -2.5155 -2.3585 5.5901 -0.87 0.28 2.22
H -3.1465 0.0779 6.8669 -1.68 -1.79 -0.70
H -4.8002 -0.7976 7.3453 2.12 -0.11 -1.34
H -5.3698 -1.4032 4.8813 1.63 1.47 0.25
H -3.7039 -0.6026 4.2831 -1.75 0.06 1.38
H -4.4504 1.6906 5.4577 -1.88 -1.40 -0.72
H -6.0249 0.8306 6.1178 1.34 0.33 -1.87
H -6.6816 2.3610 4.0590 0.78 -2.47 -0.42
H -6.9300 0.4714 3.6208 1.36 1.68 0.39
H -4.0479 1.4352 2.9051 -2.27 0.19 -1.06
H -5.2915 2.7156 2.2103 0.34 -2.39 0.76
H -6.7034 0.6672 1.0995 2.21 0.22 0.07
H -5.0228 1.1610 0.2748 -1.20 -0.89 1.96
H -5.9615 -1.5892 1.4950 2.06 1.33 -0.35
H -4.3047 -0.9662 2.2194 -1.35 0.01 -1.75
H -3.5628 -0.5387 -0.5013 -1.27 -1.91 1.19
H -5.0759 -1.6104 -0.8643 1.71 0.31 1.51
H -3.0083 -3.1247 -0.9237 -0.51 0.62 2.34
H -4.1432 -3.6501 0.5011 1.55 1.85 -0.72
H -2.2996 -3.6437 1.9748 0.40 2.03 -1.46
H -2.2912 -1.7599 1.9428 0.35 -1.70 -1.61
H -0.5057 -3.9911 0.3714 -0.22 2.47 0.27
H -0.5800 -2.2835 -0.4577 -0.20 -0.93 2.08
H 1.2877 -3.2589 1.7065 -1.38 1.98 -0.07
H 0.0722 -2.1970 2.6809 1.04 0.01 -1.97
H 2.5772 -1.2001 1.1344 -2.29 0.36 0.24
H 1.1654 -0.9726 -0.0924 0.70 -0.28 2.27
H 2.6358 1.0280 0.3794 -1.82 1.27 1.40
H 1.8095 2.9968 -0.7987 -1.82 -0.96 1.65
H 0.3047 1.8664 -0.8214 1.43 0.93 1.98
H -1.0048 3.6838 -1.3605 -0.30 0.46 1.29
H -1.8094 4.5654 -0.0939 0.87 -0.86 -0.54
H 0.0154 5.7543 0.0595 1.41 -0.73 0.41
H 1.5074 5.3103 0.8317 -0.88 -0.13 -0.66
H -1.3749 3.9078 2.0406 1.66 -0.77 -0.59
H 0.1535 4.4296 2.4217 -0.64 -1.49 -0.55
H 2.7930 -1.4903 4.6551 0.12 1.77 -1.40
H 3.6276 0.2100 4.5950 -1.71 -1.45 -1.46
H 3.5666 -0.8735 3.0482 -1.29 0.69 1.59
H 0.2625 -0.9472 5.5032 -0.92 1.37 -1.97
H -0.6787 0.6573 5.2001 1.21 -1.49 -1.30
H -0.9772 -0.7842 4.0090 1.60 0.95 1.41
O 4.7107 6.7588 0.2611 0.26 -0.68 -0.33
C 5.1230 5.7129 -0.2211 -0.30 0.74 0.37
C 5.8151 5.6896 -1.5248 0.23 -0.22 -0.38
C 6.2632 4.5460 -2.0519 -0.05 0.49 -0.02
C 6.0869 3.2576 -1.3528 0.26 -0.75 -0.26
O 6.4991 2.2116 -1.8351 -0.27 0.61 0.23
C 5.3948 3.2808 -0.0492 -0.24 0.23 0.28
C 4.9467 4.4244 0.4779 0.05 -0.34 0.05
H 5.9373 6.6430 -2.0248 -0.02 -0.01 0.04
H 6.7723 4.5113 -3.0073 -0.01 -0.03 0.02
H 5.2726 2.3275 0.4508 0.06 -0.02 0.04
H 4.4376 4.4592 1.4333 0.03 -0.01 -0.02
O 2.7077 -3.0999 -5.3514 0.08 -0.02 0.70
C 2.9480 -3.2154 -4.1575 -0.17 -0.03 -0.75
C 3.8058 -2.2442 -3.4503 0.20 0.19 0.39
C 4.0696 -2.3724 -2.1464 0.04 0.28 -0.38
C 3.5135 -3.4893 -1.3569 0.06 -0.18 0.74
O 3.7538 -3.6048 -0.1630 -0.15 0.13 -0.63
C 2.6556 -4.4604 -2.0641 -0.12 -0.14 -0.41
C 2.3919 -4.3322 -3.3681 0.06 -0.27 0.43
H 4.2056 -1.4302 -4.0431 -0.01 -0.03 -0.01
H 4.6973 -1.6694 -1.6126 0.01 -0.01 0.02
H 2.2559 -5.2745 -1.4713 0.01 0.06 0.00
H 1.7641 -5.0352 -3.9018 0.04 0.06 0.02
O 6.4993 0.0097 2.2637 0.29 -0.27 0.56
C 7.0879 -0.4664 3.2246 -0.41 0.33 -0.67
C 6.6059 -1.6939 3.8881 0.04 -0.32 0.34
C 7.2485 -2.2121 4.9393 -0.38 -0.01 -0.32
C 8.4683 -1.5808 5.4810 0.47 -0.38 0.77
O 9.0569 -2.0569 6.4419 -0.41 0.33 -0.67
C 8.9502 -0.3534 4.8174 -0.05 0.34 -0.35
C 8.3077 0.1649 3.7663 0.35 0.01 0.31
H 5.7104 -2.1456 3.4785 0.03 0.02 -0.02
H 6.9080 -3.1113 5.4380 0.04 0.02 0.01
H 9.8458 0.0983 5.2270 -0.03 -0.04 0.01
H 8.6482 1.0641 3.2676 -0.04 -0.02 -0.01
O -3.0443 -1.7343 -7.2645 0.43 -0.55 0.81
C -2.4556 -2.2104 -6.3036 -0.32 0.32 -0.60
C -2.9376 -3.4379 -5.6401 0.02 -0.34 0.33
C -2.2950 -3.9561 -4.5889 -0.36 -0.02 -0.32
C -1.0753 -3.3248 -4.0472 0.37 -0.23 0.58
O -0.4867 -3.8009 -3.0863 -0.40 0.29 -0.53
C -0.5933 -2.0973 -4.7108 -0.11 0.29 -0.31
C -1.2359 -1.5791 -5.7619 0.37 0.07 0.29
H -3.8332 -3.8895 -6.0497 0.03 0.04 0.00
H -2.6356 -4.8553 -4.0902 0.03 0.02 0.01
H 0.3023 -1.6457 -4.3012 -0.03 -0.03 -0.02
H -0.8953 -0.6799 -6.2606 -0.05 -0.02 -0.04
O -6.9260 1.4659 -11.1570 0.68 0.05 0.32
C -5.8356 1.4553 -10.6024 -0.84 -0.13 -0.36
C -4.9403 2.6281 -10.6486 0.44 0.24 0.12
C -3.7482 2.6149 -10.0442 -0.31 0.26 -0.27
C -3.2763 1.4282 -9.3034 0.69 -0.07 0.38
O -2.1859 1.4177 -8.7489 -0.63 0.07 -0.33
C -4.1716 0.2554 -9.2573 -0.37 -0.33 -0.13
C -5.3636 0.2686 -9.8616 0.32 -0.06 0.19
H -5.3011 3.4911 -11.1953 -0.02 -0.05 0.01
H -3.0791 3.4663 -10.0690 0.01 -0.03 0.01
H -3.8108 -0.6076 -8.7106 -0.04 0.22 -0.12
H -6.0328 -0.5828 -9.8368 0.00 0.04 -0.02
```
Forces are in eV/Å.



Record 3
# C3H8Si

An isolated molecule of C3H8Si (ωB97M-V/def2-TZVPD, the OMol25 dataset).

As for the net charge: 0. The frontier orbital gap comes out at 7.7 eV. As for the electronic energy: -11116.316 eV. For the energy above the lowest of the compared OMol25 structures with the same formula, charge and spin, the calculation gives 0.670 eV. Its HOMO energy is -7.3 eV. As for the structure (SMILES): C=[Si](C)C.

```
12
Properties=species:S:1:pos:R:3:forces:R:3
C 0.0647 0.3890 1.8603 -0.66 1.39 -2.98
Si 0.0848 0.1710 0.0939 0.20 -0.42 3.65
C 1.4890 -0.7799 -0.6810 -0.74 -0.27 -0.73
C -1.5545 0.4307 -0.6939 0.12 0.82 -0.89
H 0.5468 -0.2956 2.4887 1.23 -0.30 1.03
H -0.2585 1.3885 2.2061 -0.37 -1.04 0.31
H 2.0686 -1.4002 0.0169 -0.38 0.22 -0.15
H 2.1521 -0.0395 -1.1211 0.22 0.07 -0.01
H 1.0838 -1.3616 -1.5195 0.37 -0.23 0.15
H -2.1461 -0.4725 -0.7801 0.06 -0.32 0.21
H -2.1488 1.1875 -0.1733 0.23 -0.17 0.11
H -1.3819 0.7826 -1.6969 -0.29 0.24 -0.70
```
Forces are in eV/Å.



Record 4
# C3H5NO

A cluster of 2 separate species, C3H5NO in total (ωB97M-V/def2-TZVPD, the OMol25 dataset).

As for the net charge: 0. The frontier orbital gap comes out at 9.0 eV. As for the electronic energy: -6724.239 eV. For the energy above the lowest of the compared OMol25 structures with the same formula, charge and spin, the calculation gives 5.333 eV. Its HOMO energy is -8.9 eV. As for the structure (SMILES): CN=O.C#C.

```
10
Properties=species:S:1:pos:R:3:forces:R:3
C 1.3591 0.5710 -0.5236 -1.88 2.56 -0.82
N 1.6236 0.6847 0.9157 -0.24 0.07 1.17
O 0.8479 0.1290 1.6568 0.59 0.23 -1.00
H 2.0939 1.2979 -1.0291 -1.01 -1.73 0.49
H 1.3201 -0.4667 -0.7870 0.59 -0.56 -0.50
H 0.2558 0.9301 -0.7716 2.19 -0.53 0.71
C -1.5049 -1.2327 0.3423 -2.25 3.40 -1.55
C -2.1036 -0.2656 -0.1102 1.28 -3.05 1.20
H -1.0744 -2.0418 0.8139 0.87 -1.06 0.58
H -2.8174 0.3940 -0.5073 -0.14 0.66 -0.28
```
Forces are in eV/Å.